Entry from the Open Molecules 2025 dataset: a 2-piece molecular cluster, C7H14 overall (ωB97M-V/def2-TZVPD).

Summary:
**Spin multiplicity**: 1
**E_HOMO**: -8.856 eV
**Kohn-Sham gap**: 10.0 eV
**SMILES**: C/C=C\C.C=CC
**Energy above the lowest of the compared OMol25 structures with the same formula, charge and spin**: 156.36 kJ/mol
**Charge**: 0

Atoms and positions in Å:
C (-0.969, 0.893, -0.857)
C (2.048, -1.048, -0.634)
C (-2.366, -0.081, 1.025)
C (-0.208, 1.924, -0.074)
C (0.973, -1.731, -1.015)
C (-1.882, 0.040, -0.392)
C (2.239, -0.489, 0.749)
H (-2.436, -1.133, 1.328)
H (-2.329, -0.655, -1.103)
H (2.855, -0.883, -1.348)
H (-3.368, 0.351, 1.133)
H (0.831, 1.978, -0.418)
H (-0.647, 2.922, -0.205)
H (0.143, -1.897, -0.331)
H (-0.726, 0.842, -1.918)
H (-0.195, 1.710, 1.000)
H (-1.709, 0.431, 1.735)
H (2.747, 0.482, 0.728)
H (1.276, -0.361, 1.255)
H (0.867, -2.132, -2.019)
H (2.854, -1.161, 1.361)

Forces on atoms 1 to 2 (eV/Å):
C -0.177 -0.110 0.023
C -0.112 -0.134 -0.063